(1)
A cluster of 5 separate species, C35H81FN5O8S in total at a distorted geometry, computed with wB97M-V/def2-TZVPD.

The geometry in XYZ format:
```
131
Properties=species:S:1:pos:R:3:lowdin_charge:R:1
C 2.17283 2.70007 -6.76361 -0.1438
C 0.90649 2.47186 -5.74819 -0.2468
C 0.83555 0.99509 -5.04103 -0.2162
C 2.11900 0.02095 -5.31947 -0.2133
C 3.45830 0.32936 -4.44042 -0.1871
C 3.25221 1.27025 -3.11722 -0.0864
C 2.65184 0.50904 -1.79697 -0.2945
O 2.31117 -0.88383 -2.24282 -0.0776
N 1.29854 0.93373 -1.22823 0.0134
C 0.99512 2.40983 -1.16781 -0.1320
C -0.35475 2.88199 -1.97650 -0.2317
N -1.32124 3.72109 -1.13651 -0.0283
C 1.26185 0.14123 0.06781 -0.0416
N 0.12245 -0.08865 0.84974 0.1673
C -1.26224 0.44922 0.50984 -0.1908
C -1.85684 -0.07085 -0.93014 -0.0259
F -2.22549 -0.06000 1.55683 -0.0677
N 2.65352 -0.44186 0.39318 -0.0862
S 3.04184 -0.66245 2.07373 0.7948
C 2.28515 -2.34877 2.56335 -0.1234
O 4.54720 -0.78021 2.40665 -0.3306
O 2.27733 0.37690 2.98367 -0.3637
C 3.68793 0.16618 -0.52747 -0.2749
C 4.81236 -0.93971 -1.08562 -0.1313
C 4.51168 -2.47806 -0.52761 -0.1139
C 4.67820 1.36048 0.01248 -0.0684
C 3.93617 2.53064 0.89589 -0.2868
O 4.43568 2.40383 2.30652 -0.1332
C 4.39065 4.07686 0.44802 -0.2003
N 4.10479 4.39335 -1.00080 -0.0300
H 1.90341 3.66082 -7.41800 0.0924
H 2.34009 1.83198 -7.54606 0.0850
H 3.12449 2.98001 -6.14272 0.0742
H -0.08237 2.60467 -6.40380 0.1221
H 0.97497 3.27968 -4.90331 0.0829
H -0.11072 0.44558 -5.51882 0.1239
H 0.57657 1.06832 -3.87915 0.0745
H 2.42986 -0.06164 -6.46886 0.1206
H 1.77036 -1.08364 -5.02960 0.1148
H 4.20554 0.92291 -5.15787 0.1259
H 3.98808 -0.70576 -4.23607 0.1174
H 2.67360 2.27849 -3.38967 0.1238
H 4.34551 1.64181 -2.81119 0.1231
H 1.36744 -0.85353 -2.59696 0.1220
H 0.83425 2.67057 -0.01401 0.1332
H 1.86849 3.09914 -1.52973 0.1088
H 0.01061 3.61433 -2.84577 0.1138
H -0.91133 1.99896 -2.54301 0.1034
H -1.11001 3.65029 -0.11722 0.0534
H -2.31319 3.43306 -1.28360 0.0759
H 0.17334 -0.68253 1.73159 0.1450
H -1.24222 1.61212 0.64569 0.1465
H -1.07722 -0.06737 -1.81204 0.0733
H -2.35151 -1.13261 -0.90593 0.1105
H -2.69250 0.72213 -1.24363 0.1084
H 3.03087 -3.22632 2.24847 0.1001
H 1.26656 -2.55053 2.00419 0.0835
H 2.15690 -2.29915 3.72697 0.1032
H 4.91589 -0.90210 -2.27438 0.1208
H 5.91128 -0.68888 -0.69224 0.1315
H 5.12618 -3.26200 -1.17547 0.0989
H 4.80894 -2.63743 0.59282 0.0653
H 3.37569 -2.74222 -0.70720 0.0786
H 5.54602 0.93195 0.71194 0.1368
H 5.26265 1.93001 -0.85790 0.1379
H 2.76638 2.41098 0.98115 0.1299
H 5.43591 2.54476 2.26602 0.1027
H 3.83852 4.81201 1.20465 0.1475
H 5.55516 4.14966 0.62455 0.1307
H 3.16379 4.86785 -1.02381 0.0755
H 4.00072 3.54456 -1.59802 0.0213
C 7.03198 0.54909 4.25532 -0.0872
C 8.06347 0.31569 5.34730 -0.2703
O 9.27256 1.04488 5.15131 -0.1611
C 9.15692 2.46520 5.10766 -0.2783
C 8.58211 3.06422 6.38004 -0.0819
H 7.44650 0.28628 3.27419 0.0837
H 6.14007 -0.06004 4.43598 0.0705
H 6.71841 1.59367 4.20711 0.0565
H 8.33405 -0.74493 5.35306 0.1206
H 7.64737 0.53226 6.33568 0.1069
H 8.57689 2.76945 4.23009 0.0991
H 10.16920 2.85878 4.95855 0.1206
H 7.56681 2.71186 6.57623 0.0645
H 8.55057 4.15544 6.30660 0.0783
H 9.19644 2.78876 7.24403 0.0850
C -7.08077 0.82621 -2.46700 -0.0740
C -5.94440 0.60166 -3.45144 -0.2778
O -5.06484 -0.45399 -3.07192 -0.1865
C -5.64686 -1.74897 -2.94203 -0.2776
C -6.28121 -2.25802 -4.22525 -0.0748
H -6.68446 1.04062 -1.46676 0.0815
H -7.70308 1.66827 -2.78771 0.0820
H -7.72498 -0.05092 -2.38087 0.0639
H -5.33877 1.51209 -3.50139 0.1124
H -6.32631 0.43054 -4.46227 0.1069
H -6.36466 -1.75850 -2.11510 0.1022
H -4.83750 -2.43017 -2.65433 0.1149
H -7.10317 -1.61946 -4.55707 0.0710
H -6.67775 -3.26731 -4.07954 0.0725
H -5.54180 -2.28524 -5.03290 0.0833
C -2.29343 -3.62064 6.36038 -0.0774
C -1.05062 -2.74562 6.33494 -0.2726
O -0.73390 -2.24698 5.03760 -0.1809
C -1.72214 -1.43116 4.41278 -0.2805
C -2.05962 -0.17834 5.20316 -0.0692
H -2.17832 -4.46972 5.67530 0.0839
H -2.46984 -4.00417 7.37080 0.0830
H -3.18506 -3.07163 6.05155 0.0658
H -0.19352 -3.34450 6.65884 0.1198
H -1.13527 -1.91951 7.04718 0.1079
H -2.62076 -2.02099 4.20367 0.1116
H -1.31548 -1.13484 3.43877 0.0760
H -2.47803 -0.41358 6.18453 0.0711
H -2.79273 0.42727 4.66192 0.0784
H -1.15989 0.42439 5.36730 0.0860
C -10.57983 -3.20798 0.98196 -0.0809
C -10.54672 -2.45035 -0.33554 -0.2757
O -9.33707 -2.63553 -1.06662 -0.1773
C -9.02562 -3.97303 -1.44960 -0.2783
C -10.08041 -4.60806 -2.33973 -0.0773
H -9.73589 -2.91024 1.61648 0.0825
H -11.51296 -3.00287 1.51710 0.0805
H -10.51071 -4.28732 0.83351 0.0650
H -10.62583 -1.37892 -0.12591 0.1185
H -11.40836 -2.70608 -0.95931 0.1063
H -8.83677 -4.58523 -0.56151 0.1067
H -8.07868 -3.93012 -2.00034 0.1015
H -11.04783 -4.68421 -1.83796 0.0676
H -9.77394 -5.61660 -2.63312 0.0800
H -10.22789 -4.00935 -3.24502 0.0835
```

The total energy comes out at -2755.1749 Ha. The calculation puts the HOMO energy at -10.99 eV. Its gap between HOMO and LUMO is 6.87 eV. Its charge is +1. The LUMO energy is -4.12 eV.

=====

(2)
A cluster of 3 separate species, C35H82BClN7O8P3S2 in total at a distorted geometry, computed with wB97M-V/def2-TZVPD.

The geometry in XYZ format:
```
139
Properties=species:S:1:pos:R:3:lowdin_charge:R:1
C -0.97841 -4.65291 3.62856 -0.1365
C 0.59008 -4.31909 3.68377 -0.2619
C 1.28882 -4.52580 5.11029 -0.2070
C 0.41364 -4.09615 6.38378 -0.2168
C 0.58030 -2.54764 6.81597 -0.2070
C 0.17174 -1.49273 5.67370 -0.1888
C 1.44148 -0.50281 5.38186 -0.1425
C 1.69981 -0.45375 3.78711 -0.1917
N 1.67336 0.98507 3.34852 -0.2381
C 2.44390 1.01154 2.04052 -0.1985
C 3.94067 1.57125 2.20263 -0.1699
C 5.08393 0.45520 1.99295 -0.2197
C 4.92908 -0.36248 0.60626 -0.1981
C 4.77534 -1.93089 1.00436 -0.2183
C 3.94110 -2.74182 -0.11063 -0.2105
C 4.37568 -4.28245 -0.25671 -0.2547
C 4.88090 -4.96547 1.12132 -0.1454
C 0.29585 1.48128 3.16299 -0.9779
S -0.19117 2.74426 4.17935 0.6574
S -0.93333 0.81348 1.94314 0.8007
C -2.13164 -0.34297 2.77750 -0.4528
C -3.54858 0.37603 3.15877 -0.1875
C -4.57615 0.14778 1.93862 -0.2166
O -5.36313 -1.07896 2.19152 -0.2188
P -6.99832 -0.75931 1.81752 0.6973
O -7.16540 0.06932 0.53114 -0.2842
O -7.60206 0.19018 3.12005 -0.2206
C -9.03115 0.42471 2.93723 -0.1827
C -9.94523 -0.56364 3.81013 -0.6574
O -10.83105 -1.24628 3.23733 -0.0057
Cl -9.73788 -0.77731 5.61387 0.5991
O -7.95523 -2.16508 1.74614 -0.0377
B -7.48385 -3.08136 0.71122 -0.5040
C -8.45957 -3.69026 -0.46215 -0.0145
O -6.08754 -3.51057 0.63916 0.0545
H -1.29355 -4.91123 2.54693 0.0773
H -1.29977 -5.50706 4.31669 0.0778
H -1.54086 -3.66876 3.86608 0.0640
H 1.10910 -5.04518 2.94669 0.1039
H 0.75704 -3.27176 3.22344 0.0861
H 1.68533 -5.59974 5.24857 0.1108
H 2.23600 -3.85813 5.12377 0.1126
H 0.82857 -4.70517 7.27884 0.1097
H -0.69553 -4.35487 6.32534 0.0999
H 1.62605 -2.35699 7.24462 0.1047
H -0.14987 -2.36855 7.69744 0.1088
H -0.65294 -0.79125 6.08571 0.1106
H -0.25718 -1.95123 4.72305 0.0607
H 2.40091 -0.88483 5.86895 0.1010
H 1.22597 0.53976 5.80973 0.0983
H 0.89394 -1.00042 3.17466 0.0931
H 2.71450 -0.93671 3.53521 0.1188
H 1.87905 1.76232 1.36648 0.1205
H 2.39125 -0.02166 1.54436 0.1149
H 4.05172 1.98316 3.27225 0.1162
H 4.19096 2.43560 1.47927 0.1149
H 5.08475 -0.24994 2.90883 0.1017
H 6.10027 0.98795 2.00154 0.1036
H 5.85393 -0.25372 -0.07631 0.1136
H 4.01036 0.02570 0.02527 0.1047
H 5.81609 -2.38308 1.13151 0.1148
H 4.22106 -1.99756 2.01017 0.0848
H 2.81246 -2.62683 0.06065 0.1115
H 4.16464 -2.23205 -1.12316 0.0917
H 5.19983 -4.45988 -1.03971 0.1036
H 3.46512 -4.88822 -0.62499 0.0984
H 6.01835 -5.03731 1.12553 0.0691
H 4.48827 -6.05164 1.11384 0.0694
H 4.43821 -4.48088 2.05982 0.0676
H -1.69498 -0.68811 3.78024 0.0555
H -2.34049 -1.29464 2.16301 0.0992
H -3.93276 -0.20598 4.08237 0.1255
H -3.40065 1.48007 3.41234 0.1106
H -5.24906 1.06951 1.89471 0.1195
H -3.93207 0.00828 0.99516 0.1370
H -9.23452 1.49284 3.32167 0.1511
H -9.35629 0.34760 1.84575 0.1368
H -8.42512 -3.05112 -1.41424 0.0872
H -8.17808 -4.78382 -0.70562 0.0783
H -9.53787 -3.73467 -0.06511 0.0736
H -6.06350 -4.29673 1.23485 0.1160
C 3.69942 2.44314 -5.62727 -0.1313
N 4.17878 1.75462 -4.44386 -0.3169
C 4.59818 2.71560 -3.42073 -0.1398
P 4.96006 0.21376 -4.34121 0.7699
O 4.18490 -0.13823 -3.05555 -0.3196
N 4.05427 -0.92484 -5.28920 -0.3280
C 3.29659 -0.60719 -6.48554 -0.1533
C 3.32909 -1.97794 -4.56736 -0.1422
N 5.89664 0.62130 -5.79469 -0.2700
C 6.67322 -0.55318 -6.28280 -0.1395
C 6.92856 1.66260 -5.58688 -0.1374
H 4.49679 2.80261 -6.28875 0.0694
H 3.10085 3.31837 -5.35656 0.0850
H 3.02135 1.83899 -6.21830 0.0482
H 5.63041 3.05416 -3.57589 0.0579
H 4.55172 2.27409 -2.42272 0.0642
H 3.95977 3.60226 -3.39696 0.0804
H 2.33494 -0.14205 -6.24685 0.0817
H 3.08150 -1.51929 -7.05681 0.0781
H 3.84949 0.02772 -7.18030 0.0723
H 2.41160 -1.59026 -4.10783 0.0861
H 3.95464 -2.42696 -3.79485 0.0608
H 3.05344 -2.79846 -5.23952 0.0775
H 7.37031 -0.90903 -5.51568 0.0829
H 7.24148 -0.29655 -7.18152 0.0817
H 6.03875 -1.39163 -6.56797 0.0695
H 7.55407 1.43921 -4.71741 0.0876
H 6.49866 2.65466 -5.45591 0.0588
H 7.57518 1.75434 -6.46463 0.0852
C -3.13984 6.12736 -1.53442 -0.1363
N -2.49952 5.52752 -2.68927 -0.3182
C -2.58279 6.41913 -3.84830 -0.1457
P -2.35830 3.84798 -3.08673 0.7603
O -0.92368 4.02347 -3.61375 -0.3178
N -1.82198 2.97992 -1.68249 -0.3233
C -2.12325 3.33741 -0.30805 -0.1582
C -0.46413 2.42097 -1.71182 -0.1374
N -4.03141 3.58288 -2.55072 -0.2682
C -4.36731 2.13085 -2.52908 -0.1330
C -5.06003 4.16886 -3.43987 -0.1383
H -4.23243 6.03372 -1.53041 0.0695
H -2.91866 7.19774 -1.47478 0.0810
H -2.76687 5.73351 -0.59631 0.0487
H -3.53360 6.30586 -4.38431 0.0581
H -1.78429 6.21097 -4.56362 0.0688
H -2.48338 7.47167 -3.57095 0.0770
H -1.49630 4.16282 0.04526 0.0843
H -1.94132 2.48517 0.35862 -0.0066
H -3.17601 3.58472 -0.15608 0.0740
H 0.29316 3.19880 -1.55273 0.0847
H -0.26682 1.91738 -2.65880 0.0715
H -0.33564 1.65638 -0.93722 0.0522
H -4.25302 1.68679 -3.52450 0.0835
H -5.39597 1.97503 -2.19118 0.0824
H -3.74429 1.56228 -1.83955 0.0658
H -4.89151 3.89187 -4.48490 0.0867
H -5.09796 5.25538 -3.37352 0.0580
H -6.06217 3.83831 -3.15098 0.0853
```

The total energy comes out at -4673.1867 Ha. The calculation puts the HOMO energy at -7.94 eV. Its SMILES is CCCCCCCCN(CCCCCCCC)C(=S)SCCCO[P@](=O)(OCC(=O)Cl)OB(C)O.CN(C)P(=O)(N(C)C)N(C)C.CN(C)P(=O)(N(C)C)N(C)C. Its gap between HOMO and LUMO is 7.07 eV. The calculation puts the energy relative to the best compared isomer or geometry (same formula, charge and spin) at 265.0 kcal per mole. Its charge is 0. The LUMO energy is -0.87 eV.